# 1
DFT (ωB97M-V/def2-TZVPD) results for a molecular structure, C21H28N3O2V in a non-equilibrium geometry.

```
55
C21H28N3O2V ωB97M-V/def2-TZVPD
O -0.4937 1.3421 -2.2934
C 0.6998 2.1560 -2.3758
C -0.0933 3.4041 -2.7104
H 1.3485 1.7638 -3.1570
H 1.2269 2.2126 -1.4150
C -1.3512 2.5066 -2.3457
H 0.0431 3.7692 -3.7420
H 0.1795 4.1989 -2.0220
C -2.4797 2.1800 -3.3129
H -2.0578 1.7456 -4.2293
H -3.0703 3.0700 -3.5455
H -3.0997 1.4068 -2.8080
C -1.8677 2.8894 -0.9696
H -1.1716 2.5826 -0.1770
H -2.8196 2.3773 -0.7969
H -2.0423 3.9697 -0.9313
V 0.4605 -0.6582 2.3321
C 0.9335 1.2145 3.3622
C 2.1732 0.5080 3.4102
C 2.6638 0.3800 2.0628
H 2.6745 0.2249 4.3405
C 1.7221 1.0076 1.1820
C 0.6910 1.5833 1.9952
H -0.0622 2.3000 1.6510
H 0.3093 1.4588 4.2320
H 3.5970 -0.0794 1.7592
H 1.8004 1.0959 0.1026
C -1.4947 -1.4404 3.5338
C -1.3537 -0.0396 3.2338
C -1.5070 0.1113 1.7934
H -1.3501 0.7694 3.9606
C -1.6077 -1.2159 1.2277
C -1.6757 -2.1430 2.3092
H -1.9583 -3.1960 2.1928
H -1.6269 -1.8463 4.5440
H -1.8344 1.0214 1.2791
H -1.8056 -1.4536 0.1799
O 0.7102 -1.1740 -1.9457
C -0.2712 -1.2098 -3.0511
C 0.2766 -1.8851 -4.3038
H -0.6476 -0.2356 -3.2836
H -1.0709 -1.8614 -2.6441
C 1.3969 -2.7728 -3.6919
H 0.6339 -1.2603 -5.1449
H -0.5340 -2.4966 -4.7190
C 1.3309 -2.4814 -2.1799
H 2.4014 -2.5586 -4.1000
H 1.1502 -3.8118 -3.9044
H 2.3227 -2.5555 -1.7096
H 0.6134 -3.1789 -1.7252
N 1.1992 -1.9125 3.6604
C 1.6944 -2.3947 4.6284
N 2.2932 -2.9419 5.6187
C 1.6482 -3.1124 6.7964
N 1.1524 -3.3341 7.8468
```

Values from the calculation:
- HOMO (spin up / spin down) (eV) = -2.090 / -4.184
- total charge = -1
- ΔE to the lowest compared entry with this formula, charge and spin (kJ/mol) = 65.5
- calculated total energy (eV) = -56480.641
- E_LUMO (spin up / spin down) (Eh) = 0.088 / 0.088
- 2S+1 = 4


# 2
DFT (ωB97M-V/def2-TZVPD) results for a molecular structure, C21H28N4O3Tc in a non-equilibrium geometry.

```
57
C21H28N4O3Tc ωB97M-V/def2-TZVPD
C 1.7316 -3.0192 -0.8831
C 1.1459 -3.9071 0.2232
H 1.0201 -2.7074 -1.6954
H 2.3825 -3.6230 -1.5430
H 2.5176 -2.3075 -0.5479
H 0.0767 -3.7112 0.3957
H 1.2520 -4.9447 -0.0968
H 1.6963 -3.7759 1.1564
C -0.8564 0.1539 -2.7343
C -1.6890 1.0834 -3.3472
C -2.6641 1.7303 -2.5908
C -2.7625 1.4423 -1.2381
H -0.1361 -0.4434 -3.2983
H -1.5644 1.2804 -4.4094
H -3.3413 2.4523 -3.0435
H -3.4900 1.9114 -0.5839
N -0.8939 -0.0467 -1.3990
C -1.8655 0.5268 -0.6538
C -1.9232 0.0989 0.7441
N -0.9286 -0.7385 1.1535
C -0.9855 -1.2656 2.4071
C -2.9888 -0.0324 2.9103
C -1.9810 -0.9046 3.3131
H -0.1953 -1.9702 2.6735
H -1.9398 -1.3360 4.3121
C -2.9637 0.4602 1.6138
H -3.7225 1.1272 1.2197
H -3.7804 0.2548 3.5928
Tc 0.7002 -1.1809 -0.2110
C 1.9131 -0.9413 1.4330
H 1.8333 -1.7485 2.1880
H 1.6939 0.0025 1.9765
H 2.9859 -0.8494 1.1886
C 5.2195 -0.0226 -0.4226
C 4.8113 1.4336 -0.3456
C 3.6532 1.8701 -1.2835
C 3.4931 3.4084 -1.2855
C 3.3674 4.0719 0.0681
C 3.9659 1.4816 -2.7392
O 4.8431 2.0041 -3.4042
N 3.1842 0.4878 -3.3092
C 2.3173 -0.3859 -2.6662
O 1.8072 -1.3376 -3.2626
N 2.0158 -0.0382 -1.3566
C 2.3487 1.2017 -0.8454
O 1.5900 1.6838 0.0187
H 4.5262 -0.6780 0.1128
H 6.1968 -0.1329 0.0646
H 5.3257 -0.3742 -1.4549
H 4.5228 1.6927 0.6829
H 5.6760 2.0631 -0.5996
H 4.3670 3.8195 -1.8102
H 2.6200 3.6475 -1.9111
H 4.3239 4.0465 0.6024
H 3.0776 5.1169 -0.0860
H 2.5936 3.5636 0.6524
H 3.3727 0.2545 -4.2782
```

Values from the calculation:
- HOMO (spin up / spin down) (eV) = -14.779 / -14.375
- total charge = +2
- calculated total energy (eV) = -36514.392
- E_LUMO (spin up / spin down) (Eh) = -0.303 / -0.433
- 2S+1 = 4


# 3
DFT (ωB97M-V/def2-TZVPD) results for a single C21H28N4O5S2 molecule in a non-equilibrium geometry.

```
60
C21H28N4O5S2 ωB97M-V/def2-TZVPD
C -4.0116 -1.7584 -1.5981
H -4.7724 -2.3614 -1.1092
H -4.3338 -1.5774 -2.6201
H -3.9553 -0.8092 -1.0704
C -2.6565 -2.4683 -1.6011
N -2.0150 -2.4369 -0.2925
C -0.6521 -2.1677 -0.2298
C 0.2539 -2.9924 0.4444
C 1.6080 -2.7103 0.4800
C 2.0861 -1.5958 -0.1757
C 1.2208 -0.7355 -0.8190
C -0.1422 -0.9824 -0.8188
N -1.0512 -0.0494 -1.3334
C -0.7915 1.0841 -2.0262
O 0.2990 1.4525 -2.4096
C -2.0487 1.8993 -2.2953
H -1.9982 2.3284 -3.2956
H -2.9681 1.3352 -2.1577
S -2.0822 3.3774 -1.2129
C -1.6177 2.7691 0.3701
C -0.7211 3.4991 1.1351
C -0.3724 3.0760 2.4025
C -0.9286 1.8943 2.8756
C -1.8195 1.2051 2.0908
N -2.1924 1.6420 0.8700
O -3.0472 0.9861 0.1976
H -2.2953 0.2887 2.4033
H -0.6771 1.5081 3.8495
H 0.3232 3.6419 2.9988
H -0.3000 4.3926 0.7037
H -1.9982 -0.1518 -0.9665
H 1.6104 0.1408 -1.3052
S 3.8331 -1.2201 -0.2049
O 4.4199 -1.7488 0.9963
O 4.3841 -1.6082 -1.4698
N 3.8067 0.4366 -0.1496
C 4.3876 1.2626 -1.1792
H 4.3912 0.6860 -2.1028
C 3.5382 2.5317 -1.3063
H 4.0084 3.2452 -1.9839
O 3.4333 3.1937 -0.0589
C 2.8603 2.3651 0.9219
H 2.8250 2.9576 1.8379
C 3.6900 1.0923 1.1255
H 3.2018 0.4058 1.8170
H 4.6809 1.3570 1.5218
H 1.8375 2.0835 0.6247
H 2.5360 2.2793 -1.6794
H 5.4202 1.5371 -0.9175
H 2.3000 -3.3527 0.9998
H -0.0935 -3.8874 0.9331
C -2.5913 -3.3580 0.6706
H -2.0894 -4.3358 0.6604
C -2.5770 -2.7622 2.0738
H -3.1731 -1.8533 2.0849
H -1.5632 -2.5236 2.3855
H -3.0053 -3.4664 2.7824
H -3.6279 -3.5255 0.3773
H -2.7938 -3.5135 -1.9153
H -1.9927 -2.0019 -2.3295
```

Values from the calculation:
- HOMO (eV) = -8.081
- total charge = 0
- ΔE to the lowest compared entry with this formula, charge and spin (kJ/mol) = 0.0
- calculated total energy (eV) = -60097.993
- E_LUMO (Eh) = -0.001
- 2S+1 = 1


# 4
DFT (ωB97M-V/def2-TZVPD) results for a single C21H28N4OS molecule.

```
55
C21H28N4OS ωB97M-V/def2-TZVPD
C 1.7650 1.0596 4.0392
C 1.9480 -0.2920 4.7262
C 1.6860 -0.1760 6.2264
C 1.0835 -1.3804 4.0769
C -0.4224 -1.2109 4.2972
N -1.1706 -2.0327 3.3678
C -1.7580 -1.5049 2.2834
O -1.8901 -0.3104 2.0901
C -2.2870 -2.5127 1.2491
N -2.0348 -1.9630 -0.0685
C -0.7282 -1.7408 -0.4072
S 0.4820 -2.5660 0.3795
N -0.4703 -0.9052 -1.4362
C -1.5550 -0.1779 -2.0905
C -1.0926 0.5486 -3.3244
C -0.8055 -0.1618 -4.4847
C -0.3615 0.4967 -5.6166
C -0.2048 1.8731 -5.6018
C -0.5000 2.5878 -4.4541
C -0.9427 1.9284 -3.3205
C 0.8845 -0.4417 -1.6575
C 1.1015 0.9430 -1.1127
C 0.5689 1.3374 0.1104
C 0.8053 2.6251 0.5618
C 1.5663 3.4720 -0.2287
N 2.0808 3.1074 -1.3915
C 1.8531 1.8794 -1.8164
H 1.9498 0.9721 2.9709
H 2.4627 1.7867 4.4490
H 0.7573 1.4403 4.1849
H 2.9917 -0.5976 4.5863
H 1.7796 -1.1463 6.7092
H 0.6887 0.2127 6.4161
H 2.4052 0.5015 6.6814
H 1.2727 -1.3804 3.0009
H 1.3887 -2.3567 4.4622
H -0.7039 -1.4870 5.3167
H -0.7283 -0.1820 4.1037
H -0.9612 -3.0191 3.3722
H -1.7852 -3.4769 1.3367
H -3.3641 -2.6438 1.3691
H -2.6724 -1.2115 -0.2939
H -1.9947 0.5495 -1.3918
H -2.3222 -0.9062 -2.3790
H -0.9253 -1.2360 -4.4939
H -0.1379 -0.0646 -6.5117
H 0.1441 2.3868 -6.4849
H -0.3808 3.6603 -4.4364
H -1.1708 2.4912 -2.4268
H 1.1168 -0.4707 -2.7246
H 1.5471 -1.1461 -1.1408
H -0.0263 0.6573 0.7042
H 0.4034 2.9597 1.5054
H 1.7745 4.4895 0.0754
H 2.2902 1.6257 -2.7745
```

Values from the calculation:
- HOMO (eV) = -8.167
- total charge = 0
- ΔE to the lowest compared entry with this formula, charge and spin (kJ/mol) = 2.1
- structure (SMILES) = CC(C)CCNC(=O)CNC(=S)N(Cc1ccccc1)Cc1cccnc1
- calculated total energy (eV) = -41075.865
- E_LUMO (Eh) = 0.024
- 2S+1 = 1


# 5
DFT (ωB97M-V/def2-TZVPD) results for a single C21H28N4OS molecule.

```
55
C21H28N4OS ωB97M-V/def2-TZVPD
C -3.8298 -2.6488 -0.9768
C -4.0948 -1.1488 -0.9764
N -2.8716 -0.3646 -0.9194
C -2.1263 -0.4202 -2.1657
C -0.8434 0.3993 -2.0656
N -1.1798 1.7741 -1.7576
C -0.0739 2.7090 -1.8920
C 1.1003 2.4466 -0.9811
C 1.0554 2.8317 0.3541
C 2.0908 2.5301 1.2148
C 3.2094 1.8456 0.7518
N 4.2544 1.5183 1.6389
C 4.0713 1.0981 2.9312
O 4.8837 1.2908 3.8089
N 2.8819 0.4370 3.1622
C 2.1762 -0.3523 2.2468
C 0.7931 -0.4772 2.3591
C 0.0879 -1.2733 1.4775
C 0.7627 -1.9721 0.4876
S -0.1097 -3.0573 -0.6234
C -0.7211 -4.2700 0.5912
C 2.1371 -1.8446 0.3612
C 2.8410 -1.0435 1.2360
C 3.2850 1.4965 -0.5907
C 2.2321 1.7839 -1.4394
C -1.8618 1.8141 -0.4823
C -3.1591 1.0209 -0.5976
H -4.7681 -3.1856 -0.8587
H -3.3635 -2.9729 -1.9025
H -3.1722 -2.9035 -0.1523
H -4.7036 -0.8789 -1.8593
H -4.6785 -0.9004 -0.0846
H -2.7327 -0.0303 -3.0037
H -1.8602 -1.4568 -2.3713
H -0.1890 -0.0467 -1.2980
H -0.3240 0.3674 -3.0260
H 0.2527 2.6682 -2.9353
H -0.4756 3.7085 -1.6972
H 0.2074 3.3892 0.7231
H 2.0437 2.8323 2.2505
H 5.1808 1.8588 1.4254
H 2.6394 0.3401 4.1378
H 0.2722 0.0591 3.1387
H -0.9873 -1.3431 1.5476
H -1.3097 -4.9933 0.0368
H 0.1252 -4.7593 1.0646
H -1.3375 -3.7740 1.3343
H 2.6512 -2.3902 -0.4149
H 3.9144 -0.9711 1.1554
H 4.1631 0.9907 -0.9634
H 2.2931 1.4902 -2.4773
H -1.2499 1.3786 0.3266
H -2.0965 2.8525 -0.2353
H -3.7935 1.4911 -1.3709
H -3.6923 1.0563 0.3566
```

Values from the calculation:
- HOMO (eV) = -8.246
- total charge = 0
- ΔE to the lowest compared entry with this formula, charge and spin (kJ/mol) = 34.8
- structure (SMILES) = CCN1CCN(Cc2ccc(NC(=O)Nc3ccc(SC)cc3)cc2)CC1
- calculated total energy (eV) = -41075.527
- E_LUMO (Eh) = 0.026
- 2S+1 = 1


# 6
DFT (ωB97M-V/def2-TZVPD) results for a molecular structure, C21H28N5NiS in a non-equilibrium geometry.

```
56
C21H28N5NiS ωB97M-V/def2-TZVPD
Ni 0.8057 -0.7517 0.6846
C -1.9229 -3.2336 2.5824
C -1.1804 -2.2296 1.7636
N 0.1252 -2.2750 1.5292
C 1.0378 -2.9617 2.4160
C 1.6136 -1.8866 3.3867
N 1.7572 -0.5842 2.7092
C 3.1242 -0.1859 2.3776
C 3.6754 -1.0207 1.2091
N 2.6713 -1.2525 0.1527
C 2.9051 -0.4720 -1.0795
C 2.3356 0.9449 -0.9119
N 1.0577 0.7699 -0.2760
C 0.0719 1.6302 -0.2793
C 0.1670 2.9976 -0.8586
C -1.1254 1.0530 0.2924
C -2.4360 1.4958 0.2985
C -3.4350 0.6247 0.7381
C -3.1303 -0.6605 1.1620
C -1.7958 -1.0476 1.2316
N -0.8400 -0.1546 0.8450
H -1.6138 -4.2482 2.3341
H -2.9882 -3.1434 2.4000
H -1.7524 -3.0745 3.6474
H 1.8483 -3.4157 1.8374
H 0.5473 -3.7455 2.9993
H 2.5720 -2.2269 3.7893
H 0.9097 -1.7690 4.2133
H 1.3635 0.1325 3.3120
H 3.8032 -0.2908 3.2350
H 3.0902 0.8693 2.0978
H 4.0190 -1.9790 1.6028
H 4.5414 -0.4963 0.7940
H 2.7152 -2.2382 -0.1028
H 2.3681 -0.9728 -1.8892
H 3.9726 -0.4407 -1.3239
H 2.2281 1.4292 -1.8906
H 3.0030 1.5518 -0.2847
H 1.0411 3.5197 -0.4704
H -0.7219 3.5737 -0.6237
H 0.2695 2.9348 -1.9436
H -2.6945 2.4793 -0.0584
H -4.4609 0.9525 0.7327
H -3.9138 -1.3532 1.4294
S -0.6994 -0.6881 -2.6667
C -1.4939 0.7081 -3.3007
C -2.8009 1.0056 -2.8985
C -3.4541 2.0973 -3.4278
C -2.8207 2.9083 -4.3596
C -1.5227 2.6231 -4.7614
C -0.8565 1.5324 -4.2385
H -3.2836 0.3626 -2.1796
H -4.4694 2.3081 -3.1322
H -3.3385 3.7555 -4.7822
H -1.0348 3.2492 -5.4970
H 0.1454 1.2896 -4.5665
```

Values from the calculation:
- HOMO (spin up / spin down) (eV) = -8.163 / -8.219
- total charge = +1
- calculated total energy (eV) = -81554.050
- E_LUMO (spin up / spin down) (Eh) = -0.165 / -0.164
- 2S+1 = 1


# 7
DFT (ωB97M-V/def2-TZVPD) results for 7 unconnected molecules or ions with the total composition C21H28O21 in a non-equilibrium geometry.

```
70
C21H28O21 ωB97M-V/def2-TZVPD
O -23.6457 23.2829 9.6516
C -22.6118 22.5101 9.7302
O -22.6694 21.3267 10.4536
C -21.3604 20.8113 10.5988
C -20.5695 21.4054 9.3327
O -21.5185 22.4914 9.0812
H -20.8432 21.0382 11.5311
H -21.4939 19.7335 10.5069
H -20.3916 20.6577 8.5598
H -19.6466 21.9244 9.5916
O -23.2677 25.4034 3.5579
C -22.8894 24.8447 4.6185
O -22.1542 25.5944 5.5363
C -21.5743 24.6973 6.3852
C -22.5830 23.5184 6.2848
O -23.1969 23.6374 5.0415
H -20.5889 24.4219 6.0094
H -21.6074 25.1588 7.3721
H -23.3297 23.4920 7.0784
H -21.9575 22.6270 6.2365
O -12.0080 25.3384 10.8280
C -12.6638 26.2569 11.3801
O -13.5540 27.0977 10.7353
C -13.8881 28.1187 11.5483
C -13.1929 27.7575 12.8222
O -12.7129 26.4363 12.6551
H -13.6704 29.0957 11.1168
H -14.9510 28.0096 11.7637
H -13.7769 28.0099 13.7073
H -12.3482 28.4372 12.9347
O -13.3107 21.7502 9.9926
C -12.2911 21.4764 10.5693
O -11.6619 20.3945 10.3192
C -10.3280 20.5702 10.6934
C -10.3923 21.5728 11.7990
O -11.6087 22.2483 11.4119
H -9.8174 19.7223 11.1500
H -9.8091 21.0130 9.8433
H -9.6854 22.3971 11.8943
H -10.5934 21.0474 12.7326
O -21.4581 27.0370 9.1308
C -20.5550 27.0908 9.9311
O -20.2234 28.1463 10.6433
C -19.1615 27.9789 11.5095
C -18.8667 26.5265 11.3374
O -19.6757 26.1312 10.2562
H -18.2661 28.5125 11.1909
H -19.2397 28.4490 12.4898
H -19.1903 25.7648 12.0468
H -17.9649 26.3448 10.7528
O -18.3348 24.1029 7.2555
C -17.5421 24.1519 8.2098
O -17.3783 23.2274 9.1491
C -16.2248 23.5409 9.9500
C -15.6130 24.7459 9.2514
O -16.7531 25.2324 8.5280
H -16.6645 23.7375 10.9278
H -15.5566 22.6868 10.0593
H -14.8158 24.3992 8.5938
H -15.1870 25.4119 10.0018
O -19.6854 26.1208 1.3321
C -19.4788 25.1199 2.0519
O -20.4375 24.3085 2.5758
C -19.8527 23.2956 3.3919
C -18.3866 23.6398 3.4383
O -18.2787 24.8233 2.6249
H -20.4541 23.1933 4.2952
H -20.0601 22.3661 2.8617
H -17.7370 22.7655 3.3965
H -18.0160 23.9259 4.4227
```

Values from the calculation:
- HOMO (eV) = -9.590
- total charge = 0
- ΔE to the lowest compared entry with this formula, charge and spin (kJ/mol) = 497.2
- structure (SMILES) = O=C1OCCO1.O=C1OCCO1.O=C1OCCO1.O=C1OCCO1.O=C1OCCO1.O=C1OCCO1.O=C1OCCO1
- calculated total energy (eV) = -65223.760
- E_LUMO (Eh) = -0.011
- 2S+1 = 1


# 8
DFT (ωB97M-V/def2-TZVPD) results for a molecular structure, C21H29BaF6NO4PSSb2 in a non-equilibrium geometry.

```
66
C21H29BaF6NO4PSSb2 ωB97M-V/def2-TZVPD
Ba 0.0973 0.6782 1.1634
C 7.0673 3.6442 -2.9516
C 5.9868 2.9315 -2.1878
C 6.2890 2.1649 -1.0635
C 5.2956 1.5306 -0.3415
C 3.9752 1.6756 -0.7645
C 3.6369 2.4322 -1.8849
C 4.6564 3.0511 -2.5854
S 2.7383 0.8603 0.1146
O 3.1895 -0.3809 0.6682
O 1.5603 0.7236 -0.7789
N 2.2241 1.8452 1.4687
C 1.8607 3.2195 1.1574
C 0.5236 3.3171 -0.0319
O 0.8163 3.8222 -1.0688
O -0.5662 2.8090 0.4620
H 8.0460 3.2017 -2.7720
H 7.1195 4.6927 -2.6512
H 6.8677 3.6199 -4.0227
H 7.3217 2.0571 -0.7563
H 5.5331 0.9172 0.5172
H 2.6054 2.5287 -2.1908
H 4.4110 3.6388 -3.4619
H 2.6392 3.7813 0.6438
H 1.4780 3.7221 2.0405
C -3.8520 1.3850 0.5858
Sb -2.5420 0.1675 -0.5894
C -2.9268 1.1543 -2.4365
C -3.8894 -1.4352 -0.9738
C -3.8655 -2.4425 0.1487
C -4.5081 -2.1098 1.3422
C -4.5551 -2.9790 2.4165
C -3.9417 -4.2193 2.3080
C -3.2799 -4.5493 1.1383
C -3.2220 -3.6805 0.0473
C -2.4354 -4.1271 -1.1628
Sb -0.2948 -4.1671 -0.9151
C 0.0993 -2.5509 -2.2639
C -0.1912 -2.9081 0.7942
H -3.9639 0.9820 1.5906
H -4.8202 1.4399 0.0884
H -3.4221 2.3833 0.6673
H -4.0029 1.2487 -2.5772
H -2.4917 0.5912 -3.2615
H -2.4773 2.1471 -2.4267
H -3.5996 -1.8687 -1.9285
H -4.8784 -0.9899 -1.0930
H -4.9934 -1.1427 1.4174
H -5.0663 -2.6920 3.3261
H -3.9767 -4.9244 3.1284
H -2.7896 -5.5149 1.0619
H -2.5984 -3.4934 -2.0320
H -2.7307 -5.1434 -1.4235
H 0.2942 -2.9188 -3.2708
H 0.9778 -1.9999 -1.9237
H -0.7484 -1.8638 -2.2938
H -0.3270 -3.4594 1.7230
H -0.9701 -2.1438 0.7452
H 0.8005 -2.4480 0.8065
F -1.6606 -0.1197 2.8464
P -0.6095 0.2517 4.1522
F -0.8917 -1.1760 4.7522
F -0.3267 1.7606 3.3919
F 0.6670 -0.4658 3.2246
F -1.8235 0.9020 4.9103
F 0.4610 0.6366 5.2367
```

Values from the calculation:
- HOMO (spin up / spin down) (eV) = -8.243 / -8.242
- total charge = 0
- ΔE to the lowest compared entry with this formula, charge and spin (kJ/mol) = 283.9
- calculated total energy (eV) = -82129.756
- E_LUMO (spin up / spin down) (Eh) = -0.005 / -0.107
- 2S+1 = 2